No. 1
{"formula": "C3H5N5", "method": "the ωB97M-V functional and the def2-TZVPD basis", "charge": 0, "de_lowest_kcal_mol": 143.18, "elements": ["H", "N", "C", "N", "C", "N", "C", "N", "N", "H", "H", "H", "H"], "coordinates": [[-1.906, 0.847, -1.135], [-2.395, 0.700, -0.062], [-2.030, -0.509, 0.336], [-0.974, -1.354, -0.130], [0.141, -0.570, -0.420], [0.408, 0.798, -0.451], [1.842, 0.916, 0.064], [2.539, -0.334, 0.337], [1.300, -1.138, -0.398], [-2.354, -0.594, 1.540], [-0.297, 1.476, -0.459], [2.122, 1.836, 0.837], [1.606, -2.074, -0.058]]}

=====

No. 2
{"formula": "C3H6N2O2", "method": "the ωB97M-V functional and the def2-TZVPD basis", "charge": 0, "de_lowest_kcal_mol": 90.33, "elements": ["N", "C", "O", "C", "O", "C", "N", "H", "H", "H", "H", "H", "H"], "coordinates": [[-1.204, -0.084, -1.176], [-0.830, 0.134, 0.315], [-1.546, 0.874, 0.935], [0.155, -0.884, 0.882], [1.373, -0.269, 1.209], [1.677, 0.697, 0.234], [0.879, 1.046, -0.648], [-2.061, 0.430, -1.374], [-1.262, -1.047, -1.500], [0.317, -1.687, 0.147], [-0.263, -1.302, 1.800], [2.693, 1.055, 0.435], [-0.234, 0.481, -1.402]]}

=====

No. 3
{"formula": "C44H93N7O10P2S", "method": "the ωB97M-V functional and the def2-TZVPD basis", "charge": 0, "elements": ["C", "O", "C", "C", "C", "C", "C", "C", "C", "C", "C", "C", "C", "C", "C", "P", "S", "O", "C", "O", "O", "C", "C", "C", "C", "C", "C", "C", "C", "C", "C", "C", "P", "N", "H", "H", "H", "H", "H", "H", "H", "H", "H", "H", "H", "H", "H", "H", "H", "H", "H", "H", "H", "H", "H", "H", "H", "H", "H", "H", "H", "H", "H", "H", "H", "H", "H", "H", "H", "H", "H", "H", "H", "H", "H", "H", "H", "H", "H", "H", "H", "H", "H", "H", "H", "C", "N", "C", "C", "O", "H", "H", "H", "H", "H", "H", "H", "C", "N", "C", "C", "O", "H", "H", "H", "H", "H", "H", "H", "C", "N", "C", "C", "O", "H", "H", "H", "H", "H", "H", "H", "C", "N", "C", "C", "O", "H", "H", "H", "H", "H", "H", "H", "C", "N", "C", "C", "O", "H", "H", "H", "H", "H", "H", "H", "C", "N", "C", "C", "O", "H", "H", "H", "H", "H", "H", "H"], "coordinates": [[-4.574, 1.114, 3.953], [-4.624, 0.660, 2.634], [-5.279, 1.564, 1.749], [-4.779, 1.422, 0.335], [-4.459, -0.005, -0.051], [-3.110, -0.517, 0.423], [-3.070, -2.057, 0.465], [-1.829, -2.588, -0.235], [-1.442, -4.005, 0.135], [-1.272, -4.220, 1.614], [-0.897, -5.663, 1.955], [-0.194, -5.700, 3.314], [1.317, -5.861, 3.125], [2.038, -5.522, 4.431], [3.554, -5.694, 4.283], [3.756, -7.570, 4.564], [5.474, -8.312, 4.046], [4.036, -5.553, 2.980], [5.308, -5.075, 2.996], [5.907, -4.842, 2.122], [5.669, -4.983, 4.290], [4.527, -4.783, 5.077], [4.129, -3.335, 5.317], [4.844, -2.349, 4.398], [4.241, -2.042, 3.039], [2.736, -1.922, 3.019], [4.928, -0.735, 2.563], [4.154, 0.048, 1.541], [3.961, -0.685, 0.260], [2.840, -0.707, -0.329], [1.760, 0.264, -0.053], [2.519, -1.770, -1.335], [5.005, -5.552, 6.722], [6.010, -4.713, 7.578], [-5.262, 1.927, 4.133], [-4.868, 0.305, 4.605], [-3.591, 1.471, 4.239], [-6.351, 1.406, 1.826], [-5.057, 2.568, 2.080], [-3.965, 2.108, 0.172], [-5.583, 1.748, -0.297], [-4.445, -0.041, -1.130], [-5.263, -0.657, 0.254], [-2.396, -0.232, -0.335], [-2.779, -0.072, 1.342], [-3.050, -2.335, 1.504], [-3.979, -2.399, -0.006], [-1.006, -1.951, 0.041], [-1.973, -2.482, -1.304], [-0.478, -4.199, -0.313], [-2.115, -4.719, -0.314], [-2.176, -4.022, 2.157], [-0.459, -3.588, 1.951], [-1.821, -6.213, 1.994], [-0.295, -6.081, 1.161], [-0.593, -6.521, 3.888], [-0.352, -4.746, 3.795], [1.487, -6.877, 2.811], [1.615, -5.196, 2.332], [1.689, -6.226, 5.170], [1.721, -4.522, 4.671], [3.546, -7.822, 5.936], [2.684, -8.207, 3.919], [3.069, -3.209, 5.362], [4.463, -3.102, 6.315], [4.918, -1.429, 4.952], [5.862, -2.656, 4.232], [4.498, -2.766, 2.282], [2.362, -1.204, 3.731], [2.333, -1.772, 2.039], [2.335, -2.869, 3.352], [4.999, -0.100, 3.435], [5.943, -0.914, 2.264], [3.247, 0.441, 1.948], [4.754, 0.925, 1.317], [4.807, -1.213, -0.128], [2.129, 1.170, 0.389], [0.994, -0.158, 0.580], [1.277, 0.524, -0.980], [1.699, -1.439, -1.954], [2.183, -2.671, -0.855], [3.356, -1.944, -1.993], [5.586, -6.811, 6.491], [3.765, -5.772, 7.377], [6.285, -3.872, 7.087], [-5.315, 6.979, -1.860], [-5.630, 5.903, -0.940], [-6.330, 4.767, -1.174], [-6.877, 4.552, -2.561], [-6.501, 3.955, -0.273], [-4.230, 7.075, -1.926], [-5.727, 7.914, -1.474], [-5.716, 6.794, -2.849], [-5.298, 5.977, 0.008], [-7.409, 3.606, -2.590], [-7.574, 5.350, -2.821], [-6.062, 4.514, -3.282], [-2.577, -1.473, -6.426], [-2.305, -1.777, -5.032], [-1.104, -1.854, -4.405], [0.137, -1.598, -5.228], [-1.045, -2.122, -3.215], [-3.207, -0.585, -6.484], [-3.113, -2.309, -6.878], [-1.662, -1.297, -6.980], [-3.087, -1.958, -4.423], [1.008, -1.695, -4.588], [0.215, -2.325, -6.036], [0.119, -0.588, -5.640], [-2.006, 6.200, -6.050], [-3.007, 5.750, -5.090], [-2.834, 4.923, -4.034], [-1.446, 4.382, -3.794], [-3.777, 4.633, -3.306], [-1.952, 7.281, -6.017], [-2.320, 5.891, -7.052], [-1.036, 5.789, -5.836], [-3.954, 6.077, -5.196], [-1.467, 3.740, -2.918], [-1.114, 3.794, -4.649], [-0.746, 5.199, -3.613], [3.081, 9.807, -5.757], [2.064, 8.879, -5.293], [1.090, 8.270, -6.011], [1.020, 8.568, -7.490], [0.302, 7.507, -5.467], [4.068, 9.393, -5.546], [2.978, 10.751, -5.220], [2.994, 9.992, -6.821], [2.052, 8.635, -4.315], [0.195, 8.011, -7.923], [0.845, 9.632, -7.657], [1.942, 8.264, -7.985], [-8.585, -0.588, -0.883], [-8.132, -0.038, -2.149], [-7.801, -0.705, -3.284], [-7.907, -2.213, -3.262], [-7.433, -0.098, -4.278], [-9.568, -0.174, -0.653], [-7.885, -0.283, -0.103], [-8.648, -1.669, -0.909], [-8.038, 0.962, -2.228], [-7.613, -2.599, -4.232], [-7.244, -2.631, -2.504], [-8.935, -2.520, -3.063], [10.578, 1.802, 4.399], [9.375, 2.094, 3.640], [8.326, 1.270, 3.373], [8.386, -0.136, 3.921], [7.380, 1.672, 2.714], [10.647, 2.490, 5.243], [11.451, 1.947, 3.760], [10.576, 0.783, 4.770], [9.271, 3.015, 3.247], [7.489, -0.667, 3.629], [9.250, -0.664, 3.515], [8.440, -0.116, 5.010]]}

=====

No. 4
{"formula": "C13H7Cl8IN2O2SiTi", "method": "the ωB97M-V functional and the def2-TZVPD basis", "charge": 0, "de_lowest_kcal_mol": 72.62, "elements": ["Ti", "O", "N", "N", "O", "C", "C", "C", "C", "C", "C", "H", "H", "H", "H", "H", "Cl", "C", "C", "C", "Cl", "C", "Cl", "C", "Cl", "C", "Cl", "I", "C", "H", "H", "Cl", "Si", "Cl", "Cl"], "coordinates": [[1.656, -0.639, 0.567], [2.160, 1.170, 1.270], [1.434, 2.179, 0.988], [0.454, 1.843, 0.271], [0.312, 0.568, -0.035], [-0.518, 2.796, -0.199], [-0.302, 4.145, 0.033], [-1.251, 5.043, -0.424], [-2.379, 4.594, -1.102], [-2.558, 3.239, -1.330], [-1.621, 2.320, -0.879], [0.580, 4.482, 0.556], [-1.103, 6.100, -0.252], [-3.114, 5.305, -1.454], [-3.430, 2.886, -1.862], [-1.738, 1.262, -1.054], [-2.163, -0.859, 0.445], [-1.202, -2.292, 0.211], [0.186, -2.271, 0.357], [0.793, -3.518, 0.255], [2.517, -3.602, 0.539], [0.136, -4.705, -0.045], [0.993, -6.191, -0.172], [-1.238, -4.666, -0.247], [-2.089, -6.101, -0.651], [-1.911, -3.454, -0.104], [-3.619, -3.427, -0.321], [0.017, -0.063, 3.509], [1.647, -1.104, 2.612], [1.489, -2.156, 2.826], [2.548, -0.727, 3.091], [2.544, 1.100, -2.263], [2.628, -1.006, -2.004], [4.173, -1.478, -3.277], [3.968, -0.772, 0.143]]}

=====

no.,HOMO (eV),calculated total energy (eV)
1,-8.964,-10636.665
2,-8.312,-10280.881
3,-8.303,-107453.708
4,-8.967,-159943.864